# 1
53
Properties=species:S:1:pos:R:3 method="wB97M-V/def2-TZVPD" homo_energy_ev=-11.01 e_above_lowest_ev=0.473 orbital_gap_ev=10.90
H 1.753 -1.595 -0.070
H 1.479 2.559 3.496
H -4.818 -0.047 1.337
H -4.277 -1.665 1.724
H 3.501 1.399 2.699
H -1.563 2.263 -2.595
H -0.896 0.814 -0.619
H 0.895 -3.443 -1.517
C 3.354 1.548 1.624
H -4.310 -1.096 0.029
F 1.818 -0.970 -5.284
H -1.154 -2.532 -1.845
C 1.420 2.934 2.468
F 1.924 -2.050 -3.095
O 1.086 0.695 1.595
H -0.233 -0.636 -0.938
C -2.671 -0.300 1.271
H -1.159 -3.999 0.655
O -0.037 0.348 -0.792
C -0.766 2.924 -2.244
H -0.920 -4.874 -0.885
H 3.980 2.385 1.317
O -2.429 0.742 0.299
H -2.978 1.503 0.510
F 2.475 1.171 -4.250
H -0.902 3.908 -2.703
C 1.217 -2.440 0.366
C -4.092 -0.818 1.058
H 0.380 3.191 2.266
As 2.206 -0.441 -3.694
H -1.578 3.455 -0.550
H 1.020 0.486 2.531
H 1.657 2.240 0.441
H 0.638 -2.136 1.242
H 0.549 0.401 0.001
F 2.494 0.070 -2.040
H 0.188 2.529 -2.581
H -1.501 0.628 2.806
H -1.977 -1.117 1.084
H 2.066 3.811 2.446
H 1.960 -3.166 0.692
H 3.608 0.644 1.081
C 1.883 1.915 1.457
C -2.531 0.293 2.661
O -0.641 -2.122 -1.142
H -3.185 1.158 2.774
O -0.743 3.059 -0.810
F 0.528 -0.018 -3.435
C 0.321 -3.092 -0.656
H 0.246 -5.019 0.363
H -2.740 -0.436 3.444
F 3.881 -0.768 -3.892
C -0.427 -4.293 -0.100

***

# 2
12
Properties=species:S:1:pos:R:3 method="wB97M-V/def2-TZVPD" homo_energy_ev=-10.26 e_above_lowest_ev=0.925 orbital_gap_ev=9.68
H 2.331 -1.931 -0.125
O 0.122 1.447 1.087
N 1.820 -1.283 0.337
H 1.265 1.618 -2.113
H -1.477 1.072 0.444
C -2.886 -0.406 0.097
H 1.952 -1.338 1.372
O -3.452 -1.374 -0.218
H 0.799 -1.423 0.139
N -2.382 0.672 0.143
S 1.213 1.441 0.137
N 0.694 1.504 -1.301

***

# 3
8
Properties=species:S:1:pos:R:3 method="wB97M-V/def2-TZVPD" total_charge=-1 homo_energy_ev=-3.63 e_above_lowest_ev=0.654 orbital_gap_ev=8.42
H -0.867 -0.049 -0.598
H 0.629 1.519 -1.035
H -2.326 -0.470 -0.671
O -1.474 -0.684 -1.058
O 1.306 -0.598 1.644
H 0.445 -0.350 1.320
H 1.779 -0.158 0.797
O 0.508 0.790 -0.399

***

# 4
8
Properties=species:S:1:pos:R:3 method="wB97M-V/def2-TZVPD" s_squared=0.753 total_charge=+1 spin_multiplicity=2 homo_energy_ev="-14.79 / -18.05" e_above_lowest_ev=0.000 orbital_gap_ev="10.44 / 12.00"
O 1.138 1.238 -0.059
C 2.215 1.674 0.075
H -1.730 -1.136 1.063
H -2.119 -1.479 -0.841
Li -0.706 0.783 -0.535
C -1.470 -1.398 0.035
O 3.185 2.222 0.359
H -0.513 -1.906 -0.099

***

# 5
14
Properties=species:S:1:pos:R:3 method="wB97M-V/def2-TZVPD" smiles="CO/C=C/OC" homo_energy_ev=-7.67 e_above_lowest_ev=3.215 orbital_gap_ev=8.75
C 0.590 -0.361 -0.199
H -2.780 1.220 -0.126
O 1.649 0.444 -0.298
C 2.953 -0.123 0.107
H 3.392 -0.949 -0.582
O -1.742 -0.591 -0.108
H -3.651 -0.119 -0.773
C -2.968 0.154 0.007
C -0.621 0.250 -0.081
H 3.750 0.648 0.051
H -0.778 1.378 0.055
H 2.915 -0.470 1.206
H 0.658 -1.426 -0.311
H -3.367 -0.055 1.053

***

# 6
13
Properties=species:S:1:pos:R:3 method="wB97M-V/def2-TZVPD" s_squared=0.758 total_charge=-1 spin_multiplicity=2 homo_energy_ev="-0.04 / -4.16" e_above_lowest_ev=0.401 orbital_gap_ev="4.23 / 8.29"
N 1.388 0.287 -0.121
H 0.522 -1.583 -0.669
H 2.286 0.702 0.080
C 1.383 -0.954 -0.854
H -1.539 -0.385 -1.107
O 0.333 2.055 0.839
H -2.380 0.808 -0.250
C -0.854 -0.016 0.856
H -1.319 0.392 1.747
N -1.846 -0.044 -0.213
O 2.161 -1.090 -1.861
H -0.470 -1.026 1.053
C 0.333 0.854 0.500

***

# 7
348
Properties=species:S:1:pos:R:3 method="wB97M-V/def2-TZVPD" homo_energy_ev=-8.14 orbital_gap_ev=8.59
H -5.232 -0.831 5.958
P -7.173 1.551 -3.815
C 2.260 -2.512 0.160
H -2.748 -3.446 8.373
H -4.758 -1.275 0.040
C 0.759 -9.279 0.186
C -0.992 1.783 -4.888
H 5.143 0.081 -4.146
H 1.893 -3.419 0.496
C 9.399 3.197 -0.100
H -2.191 3.957 -0.932
H -5.170 5.489 1.203
H -6.649 -1.212 5.020
H 1.362 0.755 5.566
C 6.345 -2.362 0.752
H 9.202 -0.788 1.624
C 2.045 5.541 1.050
C 3.243 0.713 1.012
C 2.710 -9.554 1.562
N 0.578 -3.285 -7.266
H 2.168 6.523 3.582
N -4.816 -1.203 4.004
H -0.821 -2.539 0.005
H 0.424 -2.262 2.088
H 3.352 1.338 1.958
H 1.028 0.645 3.816
C 7.977 3.104 0.517
H -0.567 -3.871 -5.614
H -6.278 2.460 4.372
C 0.684 0.396 8.544
H -5.463 -2.489 5.447
H 5.379 -2.527 5.762
O -1.834 -3.704 6.430
H -7.663 -1.165 -6.150
N 3.168 -6.440 1.724
H -3.540 -1.263 -4.306
P -0.030 4.132 -3.788
H -0.145 -2.793 -10.300
H 6.320 -3.420 0.985
C 2.963 -5.746 -3.250
C 2.891 9.728 0.720
H 4.975 -5.913 0.721
H 3.372 10.109 -0.209
Cl 7.507 -0.565 -2.759
H 0.405 0.554 9.557
H -1.529 0.803 3.407
H -2.606 4.180 6.012
H -3.199 -2.627 3.954
C -1.353 1.763 3.896
P -0.169 -1.796 -7.398
O 1.145 -6.306 -0.084
H 1.417 0.968 -4.262
H 8.266 -0.271 5.890
H 6.069 3.095 2.149
H 3.060 -3.823 -4.410
P 4.026 7.372 1.072
H -1.582 2.005 -0.325
H -4.231 2.180 6.319
H 2.197 -5.116 3.079
H -0.600 -4.983 -6.946
H 2.394 -1.612 -6.620
C -9.465 2.548 -4.411
C -4.915 1.453 -2.349
H 0.070 5.427 -7.067
C 8.530 -1.283 0.883
F -1.011 5.506 3.686
F -0.428 -1.832 4.820
H -2.921 -6.901 -1.709
O -6.504 2.505 -4.715
O -4.055 0.298 2.074
C 7.076 4.470 3.398
H -1.146 4.083 7.000
H -2.712 3.959 7.700
H 8.988 -2.233 0.542
F 10.370 3.158 0.851
N -1.845 -3.318 -1.759
N 0.257 1.442 7.599
C -8.499 3.304 -2.285
H -8.337 1.622 2.853
H -5.804 -3.429 -2.445
H 0.540 -1.213 -10.127
N 4.236 6.902 -0.482
H 0.766 -4.878 -5.869
C -2.573 -4.242 7.607
C -2.191 -2.625 -8.788
H 3.123 -10.202 0.804
N -6.383 0.747 3.206
H -0.584 -2.752 -3.414
H -1.345 -6.995 2.305
H 6.301 6.766 -0.253
C -0.995 1.361 0.305
H -9.449 -0.648 -3.892
C -3.557 1.766 7.051
H -7.684 -1.525 3.012
H -0.410 4.194 -1.103
C -8.366 -0.859 -3.783
H -4.616 -2.820 0.990
H -0.668 6.594 -3.547
C -2.715 4.616 -3.566
H -7.864 0.181 1.865
C -0.672 -3.152 6.759
H 5.965 -3.924 4.739
H -2.684 4.242 -4.581
C 5.898 -0.108 -2.111
H -1.155 2.011 -5.944
C 2.010 7.243 2.801
C 0.793 0.584 -8.380
F 0.265 -3.885 4.713
P 1.728 -6.945 1.123
H -3.846 -2.605 -5.380
H -2.164 -0.362 -1.108
C -7.160 -2.072 2.197
C 5.035 -0.890 3.639
H -1.912 2.017 -4.377
H -1.575 -5.906 -1.334
H 5.664 6.513 -1.910
C 4.446 -6.777 1.064
C 3.075 -4.175 -3.362
H -4.255 5.425 -0.406
H 5.995 0.576 -1.253
H 0.176 7.257 -4.973
H -2.855 -2.402 -9.666
H 2.426 -4.229 -7.748
O -0.195 -3.037 7.844
N 2.079 1.019 0.153
C 5.181 9.654 1.562
H 2.071 9.123 0.343
H -5.406 1.080 4.954
P -5.254 -0.329 2.707
H 5.685 4.851 1.727
F 9.637 2.256 -0.968
H -2.374 -2.702 -4.439
H 0.267 -8.563 3.288
H -0.831 0.746 -4.672
N -1.517 4.169 -2.882
H -0.239 -4.325 -2.901
H -1.376 -4.239 0.160
H -1.645 5.566 -1.242
H -6.866 1.322 -0.301
H 3.668 -5.873 3.697
H -3.486 -5.142 -5.106
H -7.967 0.614 -1.403
C 0.603 5.120 -6.185
F 9.631 4.379 -0.778
H 2.034 2.412 7.712
H 1.878 -3.039 -8.941
C 0.955 1.220 4.686
H -8.289 0.493 -6.418
H 1.105 -9.773 -0.773
H -1.565 0.844 -2.252
H -2.285 2.104 4.229
H 5.275 -1.931 0.837
C 2.120 -0.645 -6.820
O 7.611 4.244 1.130
H 3.868 7.560 -2.441
C -3.408 -1.555 4.193
N -2.172 2.192 6.766
C -3.369 -2.377 -4.410
H 5.495 5.225 -0.775
C -0.597 -3.402 -2.515
O -2.911 4.037 1.257
O 1.570 -0.598 -1.950
O 1.054 4.440 -2.805
H 0.289 -10.044 0.817
H -3.622 0.707 7.046
N 0.695 -6.740 2.440
H 2.930 -0.022 -7.249
H 1.790 0.177 8.501
H -2.657 -6.584 -4.683
H 7.323 0.487 2.697
H 3.194 -2.318 0.683
P 7.320 -2.157 3.160
C 8.728 -1.030 5.185
N 1.042 -0.681 -7.754
H 0.780 3.243 8.598
H -3.891 2.078 8.040
H 3.157 5.995 -2.009
C -0.652 6.606 -4.661
Cl 5.869 2.140 -3.589
H -5.874 -2.624 -0.086
C 3.358 7.005 -1.600
H 1.133 2.758 -0.686
H 4.048 -1.265 3.789
H 3.291 -0.324 1.317
H -0.802 -0.762 -2.163
C 1.542 -3.816 -8.227
H 8.048 4.019 3.405
H -6.122 -2.939 -4.125
H -6.548 0.219 -6.317
H 2.402 7.501 -1.341
H -2.702 -2.572 -7.822
C 1.011 2.737 7.682
C -7.509 1.113 2.356
H -5.843 4.582 -0.215
C -1.383 5.019 2.502
H -0.889 -5.430 2.998
H 2.532 5.256 0.123
H -0.199 0.666 -8.897
H -0.105 -8.566 0.001
H 1.741 2.048 -5.575
H -4.604 0.490 -1.882
C 0.795 -7.675 3.571
H 5.941 9.047 1.979
H -3.772 -5.693 6.626
N -0.317 5.225 -5.022
H 7.259 5.535 3.454
H 5.224 -0.410 2.677
C -0.432 -1.813 -10.037
H 2.467 10.601 1.401
H 0.163 -0.489 8.272
F -1.313 6.128 1.648
H -5.510 -1.703 -2.917
N -4.127 -3.164 -3.449
C 3.224 -5.431 2.800
H -0.976 2.449 3.117
F -0.473 4.220 2.040
C -1.241 0.047 -1.582
O -1.429 -0.228 6.653
Cl 4.712 -3.614 -2.782
C 0.041 -4.268 -6.388
C -1.668 -3.266 -0.266
H 6.583 4.101 4.341
H -6.307 -0.149 -1.069
H 4.249 0.839 0.612
N -6.356 1.444 -2.370
H 3.224 -6.077 -2.256
C -4.206 3.660 0.746
H -8.207 -1.939 -4.097
H 1.940 -6.038 -3.497
O 5.125 6.707 1.832
C -3.902 -4.767 7.156
C 5.161 0.547 -3.217
H -2.820 -0.930 3.545
O -4.070 -4.188 -1.033
C 1.425 2.038 -4.555
N -6.004 -1.389 1.679
H 1.538 0.807 -9.167
H 2.396 8.205 3.102
H 5.290 -0.116 4.357
N 1.261 -1.419 0.353
H 3.718 -4.527 2.388
H 0.323 -7.211 4.453
C -2.126 3.634 6.847
H 5.145 -7.263 1.758
H 0.926 4.120 -6.418
N -0.292 0.567 -0.676
H 1.481 2.225 4.585
C -5.251 -2.036 0.615
C -7.545 -0.101 -5.929
H -8.113 -0.834 -2.742
H -7.219 1.075 5.103
H 8.549 -2.036 5.463
C -1.414 4.473 -1.475
H -7.978 -2.275 1.458
O -3.553 4.475 3.422
H -1.611 7.035 -5.085
H -4.015 2.984 -0.059
H 2.669 2.968 0.393
H -1.462 -6.941 -2.807
H 4.111 0.766 -2.898
H -4.502 2.319 -1.862
H 0.104 -2.955 -1.820
H 5.034 10.507 2.165
H -1.818 -3.636 -8.921
H -6.977 -3.120 2.517
N -7.583 0.092 -4.475
H -4.756 3.110 1.515
C 0.877 -1.349 1.740
H 0.878 7.456 2.812
H 9.864 -0.904 5.243
N -1.138 -1.660 -8.747
H -10.440 2.742 -4.082
H -1.056 -1.411 -10.848
H -2.847 5.741 -3.580
H -9.481 3.597 -1.881
H -4.282 -6.465 -4.167
H 1.922 -0.263 -5.812
C 2.172 2.406 -0.364
H 5.329 -1.026 -1.866
N -2.718 -5.312 -3.067
H 4.273 -7.472 0.274
H 1.492 5.741 -6.048
H 0.918 5.384 0.999
H -9.485 1.771 -5.187
C 5.387 -3.010 4.783
H 8.951 0.933 3.133
O -0.967 -1.597 -6.182
F 1.354 -2.440 5.915
C 8.042 0.454 3.460
H 0.124 -0.613 1.904
Cl 4.080 -6.494 -4.488
C -6.343 1.383 4.459
H -9.118 3.459 -4.998
N 3.877 9.034 1.511
P 1.186 -0.124 -0.610
P -3.246 -4.004 -2.233
H -4.399 -4.079 6.458
H 4.348 -3.184 4.479
H 1.807 -8.083 3.839
P -0.926 1.138 6.557
H 2.780 2.509 -1.274
C -6.899 0.763 -1.215
H 0.785 1.341 -7.576
H -0.804 -5.680 1.283
H 2.273 -3.556 -2.948
H -4.431 1.364 -3.339
C -2.759 4.469 2.487
H 5.538 9.922 0.590
N 8.220 -0.906 3.844
H 7.740 1.060 4.302
H -8.062 4.202 -2.696
H 8.392 -0.677 -0.049
N 5.832 -2.059 3.754
H 2.174 -10.172 2.385
C -4.918 4.916 0.308
H -0.256 1.843 0.964
H -3.138 -1.376 5.235
H -3.611 4.207 -3.047
C 6.461 4.113 2.077
C -3.340 -5.891 -4.295
N -8.581 2.254 -3.312
O 7.928 -3.498 3.455
H -2.010 -5.022 8.162
H 3.531 -9.012 2.072
H -7.998 2.947 -1.408
H -2.521 -2.842 0.199
C -2.138 -6.307 -2.210
C -0.678 -6.184 2.243
N 2.518 6.845 1.524
H -7.230 1.708 1.519
C 5.552 6.346 -0.880
H 1.103 -4.648 -8.783
N 7.291 -1.689 1.571
N -0.436 1.513 5.036
H 6.577 -2.241 -0.330
C -5.489 -2.783 -3.239
H 0.852 3.416 6.814
H -1.735 0.741 0.933
H 2.679 -2.650 -0.873
N 1.817 -8.605 0.862
H 2.218 2.500 -3.926
H 2.355 4.808 1.813
C 0.150 -2.819 5.518
H 1.689 -1.139 2.438
O 7.473 2.053 0.490
N 0.099 2.616 -4.450
C -5.622 -1.493 5.143
H -4.589 -4.923 7.993

***

# 8
18
Properties=species:S:1:pos:R:3 method="wB97M-V/def2-TZVPD" smiles="C=C=N.C=CN.C=O" homo_energy_ev=-8.50 e_above_lowest_ev=3.739 orbital_gap_ev=9.20
C -2.108 1.037 0.821
N -0.419 2.111 -0.692
H 2.399 0.687 0.661
H 0.364 1.640 -1.160
H 1.660 -0.243 -2.045
H -0.652 -1.127 0.745
H -3.107 0.909 0.433
H 1.295 -1.979 -0.384
H 1.781 -1.594 1.340
C 1.997 -0.028 -0.049
H 2.605 1.093 -1.638
C 1.611 -1.243 0.338
N 1.861 0.473 -1.344
H -1.911 -1.170 -0.620
H -1.994 1.040 1.891
C -1.158 1.539 0.055
C -1.726 -1.295 0.456
O -2.498 -1.852 1.190

***

# 9
17
Properties=species:S:1:pos:R:3 method="wB97M-V/def2-TZVPD" homo_energy_ev=-7.55 e_above_lowest_ev=3.673 orbital_gap_ev=7.18
H -1.888 -1.779 0.790
H 1.444 2.353 -2.149
N -1.218 -1.649 0.121
N 0.470 2.282 -1.952
C 0.228 -0.535 1.668
H -1.125 1.156 -2.431
N 1.043 -0.233 -4.398
H -0.782 -0.164 3.689
H 0.291 -0.286 -0.382
N 1.045 0.275 2.407
H 0.943 1.287 2.476
C -0.112 -0.792 0.434
C 0.572 0.494 -3.663
H 0.556 -1.440 3.792
C -0.103 1.387 -2.684
C 0.104 -0.555 3.117
H -1.469 -1.803 -0.835

***

no.,total energy (eV)
1,-98256.8089
2,-20517.4809
3,-6223.9769
4,-6415.4616
5,-8370.0672
6,-10282.8287
7,-327015.6148
8,-10371.5663
9,-11270.8795